(1)
The following is a DFT calculation (ωB97M-V with the def2-TZVPD basis set) of an isolated molecule of CH2O4S2.

Cartesian coordinates (Å):
S 1.00 -0.71 -0.04
O -1.25 0.34 -1.21
C -0.19 0.62 -0.14
S -2.13 -0.19 -0.01
O -1.04 0.74 0.89
H 0.13 -1.77 -0.34
O -1.96 -1.58 0.19
O -3.39 0.41 0.08
H 0.20 1.64 -0.25

Calculated values
- LUMO: 0.585 eV
- Kohn-Sham gap: 10.96 eV
- HOMO: -10.37 eV
- Energy: -30927.6148 eV

=====

(2)
The following is a DFT calculation (ωB97M-V with the def2-TZVPD basis set) of a cluster of 2 separate species, CH2O4S2 in total.

Cartesian coordinates (Å):
H -0.91 0.50 -1.31
C 1.03 -1.26 0.65
O -4.36 -1.11 -0.37
S -3.15 -0.78 0.40
S 0.63 -0.92 -1.01
H 0.18 -0.94 1.36
O -3.12 0.48 1.11
O 1.89 -2.01 1.00
O -0.84 -0.34 -0.86

Calculated values
- LUMO: -1.143 eV
- Kohn-Sham gap: 8.91 eV
- HOMO: -10.05 eV
- Energy: -30928.0248 eV

=====

(3)
The following is a DFT calculation (ωB97M-V with the def2-TZVPD basis set) of an isolated molecule of CH2OS.

Cartesian coordinates (Å):
H 0.61 -1.07 0.27
S -0.31 0.98 1.00
C 0.21 -0.24 -0.15
H 0.59 0.27 -1.03
O -1.11 0.04 -0.10

Calculated values
- LUMO: 0.471 eV
- SMILES string: C1OS1
- Kohn-Sham gap: 9.32 eV
- HOMO: -8.85 eV
- Energy: -13949.7311 eV

=====

(4)
The following is a DFT calculation (ωB97M-V with the def2-TZVPD basis set) of an isolated molecule of CH2OS2.

Cartesian coordinates (Å):
S -1.89 0.17 0.30
S -0.30 1.74 0.31
H 0.44 -0.48 -0.50
O -3.06 -0.20 -0.41
C -0.25 0.38 -0.66
H -0.16 0.66 -1.78

Calculated values
- LUMO: -0.989 eV
- Kohn-Sham gap: 8.39 eV
- HOMO: -9.38 eV
- Energy: -24784.9268 eV

=====

(5)
The following is a DFT calculation (ωB97M-V with the def2-TZVPD basis set) of an isolated molecule of CH2OS2.

Cartesian coordinates (Å):
S -1.35 -0.65 0.00
S 2.12 -0.97 0.00
H 0.58 0.63 0.89
C 0.54 0.01 0.00
O -2.46 0.35 0.00
H 0.57 0.63 -0.89

Calculated values
- LUMO (alpha / beta): -1.184 / -2.643 eV
- Kohn-Sham gap (alpha / beta): 8.24 / 6.62 eV
- HOMO (alpha / beta): -9.43 / -9.26 eV
- Energy: -24784.0307 eV

=====

(6)
The following is a DFT calculation (ωB97M-V with the def2-TZVPD basis set) of a structure of composition CH2OS2.

Cartesian coordinates (Å):
S 1.29 0.67 0.49
C 0.06 -0.46 -0.01
H 1.77 -0.06 1.72
H -1.76 -0.79 -0.69
S -1.23 0.37 -0.72
O -0.16 -1.63 0.34

Calculated values
- LUMO: 0.147 eV
- Kohn-Sham gap: 10.19 eV
- HOMO: -10.05 eV
- Energy: -24786.3556 eV

=====

(7)
The following is a DFT calculation (ωB97M-V with the def2-TZVPD basis set) of an isolated molecule of CH2P2S3.

Cartesian coordinates (Å):
C -0.97 0.05 0.02
S 1.01 -2.04 1.02
S 1.56 1.62 0.14
P -0.26 1.41 1.05
H -1.72 -0.47 0.62
S 1.64 0.24 -1.37
P 0.20 -1.30 -0.63
H -1.46 0.50 -0.85

Calculated values
- LUMO (alpha / beta): -2.722 / -2.721 eV
- Kohn-Sham gap (alpha / beta): 5.08 / 5.08 eV
- HOMO (alpha / beta): -7.80 / -7.80 eV
- Energy: -52152.1738 eV

=====

(8)
The following is a DFT calculation (ωB97M-V with the def2-TZVPD basis set) of an isolated molecule of CH2S.

Cartesian coordinates (Å):
H -0.63 0.17 -0.99
H -0.63 -0.27 0.95
S 1.45 0.17 0.07
C -0.19 -0.06 -0.03

Calculated values
- LUMO: -0.597 eV
- SMILES string: C=S
- Kohn-Sham gap: 8.36 eV
- HOMO: -8.96 eV
- Energy: -11903.2677 eV

=====

(9)
The following is a DFT calculation (ωB97M-V with the def2-TZVPD basis set) of a structure of composition CH2S3.

Cartesian coordinates (Å):
H 1.58 0.45 1.47
S -1.38 -0.87 -0.17
H -1.98 -0.27 -1.17
S 0.85 -0.58 1.20
C -0.01 0.12 -0.16
S 0.56 1.39 -0.98

Calculated values
- LUMO: -0.409 eV
- Kohn-Sham gap: 8.53 eV
- HOMO: -8.94 eV
- Energy: -33574.2762 eV

=====

(10)
The following is a DFT calculation (ωB97M-V with the def2-TZVPD basis set) of an isolated molecule of CH2S3.

Cartesian coordinates (Å):
S 1.34 -0.89 0.56
H 1.67 1.31 -1.23
S -1.43 0.85 0.08
S 1.08 1.00 0.00
C -1.71 -0.69 0.24
H -0.95 -1.57 0.35

Calculated values
- LUMO (alpha / beta): -1.121 / -1.121 eV
- SMILES string: C#S#[SH]=S
- Kohn-Sham gap (alpha / beta): 7.20 / 7.20 eV
- HOMO (alpha / beta): -8.32 / -8.32 eV
- Energy: -33571.5781 eV

=====

(11)
The following is a DFT calculation (ωB97M-V with the def2-TZVPD basis set) of a cluster of 16 separate species, CH34O15 in total.

Cartesian coordinates (Å):
H 2.00 -0.04 -1.91
H 2.46 -3.11 -1.98
H -2.15 -1.04 3.28
H -3.10 0.31 -2.89
H 2.53 1.91 3.10
H 1.27 -0.32 -3.41
H 0.10 1.34 -0.49
O -2.57 -1.79 -0.68
O 1.48 -2.48 0.99
O 2.40 -3.67 -1.19
H 1.06 2.65 1.08
C -2.80 -0.99 2.48
H 0.08 1.83 1.84
O 0.93 4.20 0.24
H 1.83 0.81 -0.03
H -0.84 -0.78 -3.03
H -2.90 -2.60 -0.49
H -3.31 1.33 -0.33
O -3.74 0.28 -2.15
O -0.21 1.27 -1.40
H -0.42 -3.32 -1.19
H -3.01 -1.90 1.97
H 2.02 -0.42 3.52
O 3.36 1.34 2.81
H 2.33 -2.96 -0.51
H -1.59 -1.82 -0.70
H -2.35 -0.39 1.68
O -0.16 -2.48 -1.48
H 0.77 4.41 -0.69
H 3.16 1.30 1.84
O 1.37 -0.61 -2.38
O 2.47 -1.03 2.92
O -2.77 2.06 0.00
H -1.89 2.11 -0.51
H 3.20 -0.46 2.61
O 0.87 1.83 1.36
H -2.63 1.60 2.98
H 0.22 0.52 -1.84
O -1.17 -0.03 -3.55
H -3.67 -0.40 2.91
H -4.08 -0.63 -2.15
O -1.92 1.84 2.38
H -1.71 -0.45 -4.17
H -2.55 2.19 1.59
O 2.59 0.17 -0.18
H 1.80 -2.55 1.96
H 2.09 -0.66 -0.29
H 0.76 -2.41 -1.50
H -0.02 4.30 0.56
H 1.91 -1.64 0.89

Calculated values
- LUMO: 0.011 eV
- Kohn-Sham gap: 10.57 eV
- HOMO: -10.56 eV
- Energy: -32299.8491 eV

=====

(12)
The following is a DFT calculation (ωB97M-V with the def2-TZVPD basis set) of an isolated molecule of CH3BBr2.

Cartesian coordinates (Å):
H 1.07 1.33 0.06
Br -0.90 1.43 -1.23
B 0.18 -0.94 -0.02
C 0.17 0.62 0.19
H -0.34 0.83 1.21
Br -1.44 -1.89 -0.18
H 1.25 -1.38 -0.03

Calculated values
- LUMO: -0.192 eV
- SMILES string: BrBCBr
- Kohn-Sham gap: 9.89 eV
- HOMO: -10.09 eV
- Energy: -141847.0568 eV